106
Properties=species:S:1:pos:R:3:forces:R:3 method="wB97M-V/def2-TZVPD" homo_energy_ev=-9.207 e_above_lowest_kcal_mol=0.0 charge=+1 gap_ev=0.98 e_tot_ha=-10419.86322
C -1.0661 -3.3332 0.7121 0.222 0.153 -0.111
C -0.6260 -2.3610 -0.3894 -0.203 -0.121 0.236
C 0.4382 -1.3812 0.1200 -0.138 -0.200 -0.482
C 1.7912 -2.0892 0.2651 -0.150 -0.064 0.634
P 0.6391 0.0937 -0.9546 0.417 0.668 0.212
C 0.8835 -0.6560 -2.6256 -0.054 0.137 -0.045
C 1.8457 0.1088 -3.5470 -0.293 -0.559 -0.314
C 1.2508 1.1056 -4.5457 0.409 0.400 0.101
C 2.1736 2.3155 -4.7176 -0.402 0.267 -0.302
C 2.2354 3.1643 -3.4556 0.039 -0.497 0.061
O 3.5171 3.7890 -3.2785 -0.342 0.314 0.111
C 4.3788 3.0056 -2.5637 -0.159 -0.145 0.004
C 4.2764 3.1179 -1.0728 0.223 -0.353 0.141
O 5.1693 2.2994 -3.1165 0.396 0.176 -0.201
C -1.0252 0.8941 -0.8254 0.115 -0.313 -0.891
C -1.3485 1.9564 -1.9096 -0.191 -0.667 -0.055
C -2.5399 1.4455 -2.6898 0.072 0.073 0.293
N -2.3827 0.6646 -3.8554 0.256 -0.128 -0.034
O -3.6158 1.6427 -2.1962 -0.584 0.320 -0.428
H -0.4038 -4.1958 0.7555 -0.012 -0.111 0.128
H -2.0907 -3.6588 0.5529 -0.045 -0.160 -0.072
H -1.0566 -2.8233 1.6716 -0.046 -0.050 0.102
H -1.5125 -1.8335 -0.7344 -0.006 0.125 -0.008
H -0.2164 -2.9273 -1.2284 -0.010 0.029 -0.153
H 0.0833 -0.9967 1.0774 0.050 0.127 0.074
H 1.9016 -2.8750 -0.4793 0.148 0.095 -0.217
H 2.6435 -1.4123 0.2409 0.074 0.033 -0.133
H 1.8269 -2.5927 1.2305 0.010 -0.085 0.050
H 1.3718 -1.6068 -2.4129 -0.087 -0.113 0.183
H -0.0496 -0.9258 -3.1213 -0.039 -0.062 -0.085
H 2.6104 0.5863 -2.9355 0.090 -0.033 0.061
H 2.3549 -0.6570 -4.1311 0.278 0.102 -0.057
H 1.1508 0.6590 -5.5326 -0.214 -0.221 0.015
H 0.2590 1.4557 -4.2539 -0.083 -0.036 0.060
H 3.1699 1.9894 -5.0099 0.133 -0.060 0.197
H 1.8062 2.9374 -5.5349 0.076 0.034 -0.104
H 2.0326 2.5134 -2.5958 0.019 0.049 0.134
H 1.4687 3.9393 -3.4608 0.127 0.248 -0.103
H 3.2583 2.9245 -0.7396 -0.101 0.085 -0.005
H 4.9172 2.3505 -0.6342 0.056 -0.029 0.088
H 4.5738 4.1137 -0.7441 -0.120 0.123 0.002
H -1.8669 0.2046 -0.7824 0.083 -0.180 0.326
H -1.0117 1.3614 0.1472 -0.145 -0.185 0.400
H -1.7156 2.8328 -1.4012 -1.147 -0.203 -0.662
H -0.4930 2.2650 -2.5074 0.162 -0.214 -0.320
H -1.5434 0.0985 -3.7936 0.115 0.116 -0.043
H -2.2840 1.2380 -4.6867 -0.317 -0.001 -0.069
K -0.2369 3.6822 -0.3358 1.285 0.699 1.376
O -0.4391 -5.4894 3.4489 0.002 0.140 -0.004
S -1.8045 -5.7066 3.8233 0.025 -0.155 -0.025
O -2.7058 -4.5981 3.8920 0.033 0.107 -0.032
O -1.8322 -6.5019 5.1929 -0.112 -0.021 0.127
C -1.0925 -5.9470 6.3084 0.243 0.070 0.238
C -1.7632 -4.7393 6.9264 -0.115 0.053 -0.163
C -2.5096 -6.9623 2.8191 -0.017 -0.052 -0.054
H -0.0766 -5.7215 5.9824 -0.033 0.009 -0.110
H -1.0354 -6.7629 7.0249 -0.070 -0.083 -0.072
H -1.7823 -3.8978 6.2361 0.030 0.004 -0.004
H -1.2157 -4.4410 7.8207 0.004 -0.049 0.024
H -2.7929 -4.9696 7.1983 0.012 -0.019 0.058
H -1.8336 -7.8116 2.7886 0.014 -0.001 0.009
H -2.6318 -6.5309 1.8279 0.009 0.018 -0.001
H -3.4746 -7.2397 3.2339 -0.013 0.017 0.002
C -5.7479 -0.1952 -0.8317 0.131 -0.307 0.226
C -7.2279 -0.0900 -1.2580 -0.602 0.185 -0.169
C -7.8656 -1.3974 -0.8431 1.895 -0.020 -0.948
S -6.9651 -2.0325 0.6102 0.186 0.106 1.080
O -6.3647 -3.2698 0.1998 -0.238 0.042 -0.334
O -7.7738 -1.9423 1.7899 -0.056 -0.077 -0.132
C -5.7392 -0.7308 0.6011 0.070 0.156 -0.191
H -5.2432 0.7628 -0.8911 -0.047 0.041 -0.083
H -5.2244 -0.8906 -1.4887 0.019 0.029 -0.033
H -7.6985 0.7464 -0.7334 0.070 0.017 0.099
H -7.3395 0.0885 -2.3250 0.014 -0.038 -0.014
H -8.9969 -1.2283 -0.5291 -1.568 -0.497 1.140
H -7.8253 -2.1533 -1.6254 -0.391 -0.108 0.035
H -4.7778 -1.1468 0.9073 0.233 -0.079 0.083
H -6.0699 0.0222 1.3153 -0.105 -0.059 0.034
C 7.5412 0.7438 -1.5267 0.237 0.798 3.024
O 7.5369 0.2326 -2.7591 1.025 0.430 0.278
O 6.6228 0.4708 -0.7120 -0.747 -0.380 -1.141
O 8.4656 1.5324 -1.1434 0.338 -0.456 -1.557
K 7.5216 3.6717 -1.4822 0.175 0.209 -0.040
O -1.9131 1.3973 2.0071 0.274 1.091 0.080
C -2.3045 1.6320 3.1169 0.050 -0.543 -0.142
O -1.7505 2.5931 3.8854 -0.077 0.117 0.130
C -2.3443 2.5662 5.2071 -0.093 -0.022 0.091
C -3.6943 1.8819 5.0196 0.041 -0.077 -0.128
C -3.3996 0.9167 3.8680 -0.099 0.353 0.255
H -1.6798 2.0044 5.8644 0.009 -0.039 -0.021
H -2.4186 3.5870 5.5713 0.057 0.047 -0.083
H -4.0557 1.4011 5.9249 0.062 -0.028 0.026
H -4.4397 2.6141 4.7067 -0.005 0.026 0.025
H -3.0026 -0.0410 4.2072 -0.013 -0.055 -0.093
H -4.2456 0.7339 3.2136 0.074 -0.156 -0.071
Al 6.3687 -0.4342 -3.7629 -0.911 -0.541 -0.645
Cl -10.3892 -1.9062 0.1705 0.830 0.515 -0.647
F -2.5375 -0.7998 1.2269 -0.656 -0.240 -0.250
Br 11.1950 4.3179 -2.4870 -0.165 -0.058 -0.009
C 11.8052 6.0404 -3.1511 0.004 -0.120 0.034
C 12.1970 6.9597 -2.0262 -0.060 0.110 -0.016
Br 10.6349 7.6762 -1.1122 0.003 -0.038 0.031
H 11.0014 6.4504 -3.7528 0.015 0.031 -0.031
H 12.6604 5.8219 -3.7856 0.037 0.011 0.030
H 12.7341 7.8231 -2.4107 -0.011 0.012 -0.016
H 12.7972 6.4603 -1.2733 0.017 -0.014 0.001